No. 1
{"formula": "C29H41InN4O4S6Si3", "method": "ωB97M-V with the def2-TZVPD basis set", "elements": ["C", "S", "C", "C", "H", "C", "H", "H", "H", "In", "H", "C", "S", "H", "H", "H", "C", "H", "H", "C", "H", "H", "N", "H", "C", "S", "C", "Si", "Si", "H", "H", "C", "H", "S", "C", "N", "C", "H", "C", "O", "H", "C", "H", "C", "C", "C", "S", "H", "H", "C", "H", "H", "H", "O", "H", "H", "C", "C", "H", "Si", "C", "N", "N", "H", "H", "H", "H", "C", "C", "S", "O", "H", "H", "C", "H", "H", "H", "O", "H", "H", "C", "H", "C", "C", "C", "C", "H", "H"], "coordinates": [[0.15219, -0.42514, 4.74934], [-3.38969, 3.30261, -1.74624], [-2.30965, 1.95764, -5.41111], [3.61193, -0.36295, -1.03539], [-4.55222, 3.61027, 0.48846], [3.13222, -1.35286, 3.03109], [-1.44934, 0.02040, -5.77345], [2.55857, -0.48550, 3.37803], [-1.47683, -0.65962, -3.38550], [-1.02307, -0.57256, 1.51233], [3.02778, -3.70325, -0.17876], [-2.58374, 1.06592, 1.64633], [-1.61639, -2.13926, 3.44454], [1.42269, -1.22716, -2.73376], [1.45274, -3.70182, 3.71168], [1.90325, 5.75796, -3.29651], [1.08646, 3.82645, -0.92412], [1.66914, -4.72720, 2.28048], [-2.90217, -1.16960, -1.88234], [-2.82810, 2.44411, -3.13370], [0.21010, -3.73850, 2.46632], [0.05651, 0.70106, -1.22817], [0.70996, 2.59412, -0.60740], [0.97942, 2.37402, -3.26149], [2.29283, 5.29128, -2.38114], [1.14813, -0.22702, 6.18612], [-4.11233, 2.91187, 1.19129], [2.16407, -2.33759, 1.75385], [0.35728, -2.26746, -0.72426], [4.21292, -2.46535, 0.28328], [3.19594, 2.27560, 0.67671], [-0.05707, -4.05312, -0.33982], [0.68201, -2.79411, -3.13729], [0.11096, 0.87428, 3.60848], [-4.51459, 2.95329, 2.50790], [-2.45302, 0.92285, -1.37724], [-1.83841, 0.69935, -5.02398], [-2.60487, 0.44473, 3.69682], [-2.12011, -1.92868, -1.85609], [-3.19486, -1.58336, 0.90353], [-1.75816, -2.09905, -2.88146], [-2.36577, 1.18026, -2.73459], [3.94064, 0.47876, -1.66128], [-2.80498, 2.84266, -4.46686], [3.48526, -3.18699, 0.67781], [1.29062, -3.75969, 2.63093], [-0.24101, -2.69622, 6.02592], [3.83339, 0.92008, 1.63660], [1.81954, 3.61731, -4.17051], [-1.85846, 0.30658, -3.69703], [-4.30479, 2.02660, 4.43755], [0.78290, -4.60263, 0.09952], [3.37933, 5.18694, -2.49727], [-1.06990, -1.45363, -1.01277], [3.41533, -1.22273, -1.68557], [2.09222, 5.93321, -1.53171], [-0.50749, -1.60209, 4.67870], [-3.98410, 2.02958, 3.40066], [-0.36897, -4.57242, -1.25250], [2.10872, 0.17314, 0.00440], [1.81941, 3.06086, -3.23408], [1.66556, 4.00578, -2.13555], [-3.71019, -2.74145, 0.69302], [-0.89662, -4.07838, 0.36780], [3.35901, -1.97877, 3.90131], [4.07968, -0.98219, 2.61615], [1.43174, 1.28883, -2.13414], [-3.03060, 1.12438, 2.97108], [0.82161, -1.72411, 6.96050], [1.45968, -2.18602, 8.42549], [-3.01313, -3.76992, 0.89461], [2.27020, 1.63885, 2.04275], [-2.54561, -2.85675, -1.47313], [1.11156, -1.28070, 0.62551], [4.03043, -3.93381, 1.27084], [2.75286, 2.49104, -3.18025], [2.25164, -2.74201, -2.31365], [-4.91429, -2.81931, 0.37043], [0.24515, 2.55548, 0.28688], [-5.24667, 3.68205, 2.83364], [-3.18437, 1.95867, 0.73703], [-2.28409, 2.24586, -6.45496], [1.26999, -2.25672, -2.38199], [1.00223, 1.23085, -1.14062], [2.92276, 1.35869, 1.21344], [-2.94115, 1.90614, -0.71581], [-3.16487, 3.82361, -4.75691], [4.44316, -0.62632, -0.36875]], "lowdin_charge": [-1.151, 1.071, -0.115, -0.181, 0.062, -0.176, 0.095, -0.009, 0.064, 0.595, 0.017, -0.154, 0.615, 0.026, 0.015, 0.071, -0.127, 0.028, 0.082, -0.482, -0.024, 0.045, -0.042, 0.067, -0.120, 0.870, -0.091, 0.395, 0.271, 0.000, 0.030, -0.138, 0.029, 0.551, -0.104, 0.108, -0.089, 0.038, -0.139, -0.165, 0.072, -0.288, 0.025, -0.108, -0.184, -0.194, 0.874, 0.018, 0.077, -0.020, 0.099, 0.020, 0.075, -0.333, 0.000, 0.061, -1.116, -0.082, 0.039, 0.452, -0.081, -0.249, -0.554, 0.023, 0.036, 0.022, 0.029, -0.172, -1.543, 0.387, -0.064, -0.016, 0.085, -0.473, 0.029, 0.085, 0.021, -0.029, 0.098, 0.090, -0.233, 0.090, -0.156, -0.227, -0.183, -0.457, 0.098, 0.017], "lumo_ev": 3.76, "multiplicity": 1, "total_charge": -2, "de_lowest_kcal_mol": 62.2, "energy_ha": -5097.4747, "fmax_ev_per_a": 1.27}



No. 2
{"formula": "C2H10N4", "method": "ωB97M-V with the def2-TZVPD basis set", "elements": ["N", "H", "H", "N", "H", "H", "H", "N", "N", "H", "C", "H", "C", "H", "H", "H"], "coordinates": [[1.89069, -0.69475, -0.41744], [1.01892, 1.12947, -2.85682], [-2.69842, 0.02381, 1.24920], [-0.98430, -1.27751, 1.13378], [-2.10972, -0.30917, -0.35417], [-1.05052, 1.71203, 1.46646], [-0.45487, 1.35653, -0.08318], [0.77946, 0.50057, -2.10158], [-1.02389, 1.07873, 0.69443], [2.66114, -0.44698, 0.19564], [1.84011, 0.19760, -1.46701], [2.82724, 0.59762, -1.72533], [-1.78698, -0.12059, 0.67902], [-1.54164, -2.00037, 1.57883], [-0.39980, -0.93238, 1.89226], [1.03257, -0.81461, 0.11593]], "nbo_charge": [-0.815, 0.339, 0.158, -0.862, 0.183, 0.372, 0.400, -0.732, -0.894, 0.367, 0.284, 0.137, -0.052, 0.356, 0.348, 0.411], "lumo_ev": 1.07, "multiplicity": 1, "de_lowest_kcal_mol": 12.9, "energy_ha": -301.2076, "fmax_ev_per_a": 0.95}



No. 3
{"formula": "C59H59N3O30PS", "method": "ωB97M-V with the def2-TZVPD basis set", "elements": ["C", "C", "P", "C", "O", "C", "H", "O", "O", "C", "C", "C", "O", "H", "C", "C", "C", "C", "C", "O", "H", "C", "H", "H", "H", "H", "C", "C", "C", "H", "C", "C", "H", "C", "O", "C", "H", "C", "H", "O", "O", "O", "C", "H", "O", "C", "H", "H", "O", "O", "C", "H", "C", "H", "C", "H", "O", "C", "C", "C", "H", "O", "O", "H", "H", "O", "C", "C", "H", "C", "H", "H", "H", "C", "H", "C", "O", "H", "H", "C", "C", "C", "S", "H", "H", "H", "C", "H", "O", "H", "C", "H", "H", "O", "N", "C", "H", "O", "O", "O", "H", "C", "C", "H", "H", "C", "H", "H", "H", "H", "O", "O", "C", "C", "O", "N", "C", "H", "C", "C", "H", "H", "H", "O", "C", "C", "H", "C", "O", "C", "H", "H", "O", "C", "C", "H", "C", "H", "H", "H", "H", "C", "C", "H", "C", "H", "H", "C", "H", "H", "O", "N", "O"], "coordinates": [[14.86620, -1.22584, 11.29814], [6.01150, -1.64738, 2.31606], [-0.70483, -0.23251, -0.58507], [-8.94233, 3.72828, -6.80887], [-0.21076, -2.02462, -2.96814], [2.08480, -3.68937, -5.44002], [-6.89650, -8.65788, 0.34962], [13.28252, -2.29983, 7.54784], [-9.19827, 4.48154, -3.13211], [-9.20338, 4.69395, -4.48019], [-9.55527, -1.09876, -2.24907], [13.69277, -0.61681, 9.13620], [8.71760, 0.35199, 4.91859], [-8.45553, 3.15830, -2.14762], [14.22276, -0.19375, 10.43570], [-6.17542, 3.36579, -1.76401], [-8.25635, -1.63015, -1.43410], [-8.86088, 1.18252, 0.34557], [-8.91465, 3.52334, -5.35726], [2.99618, -1.68985, 0.17510], [-9.72923, -1.63620, -3.23686], [-7.34338, -6.90603, 3.35051], [-3.75231, 4.04397, -1.58924], [-7.10073, 2.50470, 0.67893], [-4.08545, 2.13310, -0.16122], [-9.45108, -1.63857, 0.56430], [5.12086, -1.85894, 1.16863], [-0.81504, 1.48969, 0.25134], [1.41491, -1.09380, -4.39190], [2.13015, -1.34832, 0.47259], [-4.19348, 4.77426, -0.83379], [-3.52130, 4.73717, 0.62635], [-7.69145, -0.13113, 1.79635], [0.25857, 3.31524, 1.65949], [7.18896, -1.94981, 2.29199], [1.06223, -3.53302, -4.40109], [1.19113, 3.61262, 2.24725], [2.45560, -1.25232, -5.41474], [-0.52746, -2.93435, -2.79281], [-9.67082, 7.20109, -6.94428], [2.08802, -0.53197, 2.46173], [-0.72444, 5.32394, 3.78028], [-2.12002, 2.35882, 0.12336], [-1.64994, -0.16685, -1.68504], [-9.22931, 5.13901, -8.66542], [2.73734, -2.62658, -5.91772], [-8.98517, 3.51183, -3.01392], [4.00949, -1.84875, -7.05546], [3.68683, -2.75653, -6.88361], [6.36750, -1.51324, -8.58874], [4.14613, -0.67817, 3.60643], [12.13894, 2.12174, 8.72382], [8.41979, 1.53730, 8.25642], [5.54948, -2.31490, 0.28617], [-5.81839, 4.56249, -0.75727], [13.45571, -3.26107, 7.50930], [14.15661, 0.96091, 10.82314], [-9.45937, 6.11098, -6.44315], [4.20233, -2.61090, -11.17453], [9.07589, 0.79319, 5.99844], [11.20626, 0.87727, 5.52307], [0.45704, -4.47982, -3.93035], [15.37610, -0.81383, 12.49136], [7.13216, -1.21155, 4.32178], [7.32629, -2.80673, -12.74818], [-6.81313, -9.14975, 2.91775], [14.93907, -2.50325, 10.91712], [8.06127, 1.07388, 7.05674], [1.20748, -0.08884, -4.04806], [10.83958, 1.53490, 7.50318], [-9.41245, 1.38637, 1.34334], [-7.12828, -8.10123, 4.77835], [-6.04480, 4.35376, 0.34083], [5.42999, -1.04232, 3.54895], [-7.57959, -5.40299, -0.91199], [3.26505, -0.86836, 2.45177], [2.89294, -2.84019, -11.46573], [15.40114, -3.26243, 11.53404], [-7.29837, -1.08798, -1.76897], [6.98650, -2.16294, -10.75848], [-7.60205, -5.44027, 1.42492], [3.83840, -1.49832, 1.22985], [-1.33545, -1.63550, 0.60353], [-8.67634, 3.44729, 0.28301], [7.69573, 1.74299, 9.03349], [-5.36887, 2.54968, -1.83245], [-7.59541, -5.68621, 2.86984], [-6.78541, 0.21329, 0.24045], [4.82519, -3.31772, -13.32279], [-9.40647, 0.04136, -2.37068], [14.38713, -2.93028, 9.62720], [-7.80215, -4.84405, 3.51679], [8.30201, -1.59047, -9.55085], [8.29354, -1.90736, -10.47510], [-1.76795, 4.47401, 4.01363], [-9.19787, 4.93473, -7.32062], [-3.17437, 5.81615, 0.85113], [-1.91123, 4.34328, 5.18788], [-7.81397, -4.33547, 0.95035], [14.42249, -4.08995, 9.25281], [13.24477, 0.14537, 8.51301], [5.20090, -2.88703, -12.24703], [-8.04017, 2.51992, 0.01215], [-4.05107, 5.83474, -1.27110], [1.12563, 1.41899, 1.10015], [-7.34342, -6.59399, 0.51737], [-7.71840, -2.26858, 0.64261], [-4.23122, 4.45733, 1.47859], [6.74679, 0.50704, 5.83080], [-9.43188, 6.08849, -8.77953], [6.75259, 0.83840, 6.75386], [-7.33620, -7.15023, 4.68881], [-7.08800, -7.81283, 0.99721], [-7.05746, -8.05473, 2.44363], [3.08168, -0.30719, -5.85900], [-3.22819, 1.75382, -0.62048], [-7.60433, 2.67453, -1.52448], [0.57174, -0.47643, -1.18644], [10.48303, 1.06827, 6.30460], [9.83010, 1.78932, 8.56963], [3.71229, -0.23566, 4.49352], [-9.66693, 0.93740, -0.42153], [-8.16084, -2.74470, -1.67818], [6.25981, -0.87424, 4.61354], [-2.23674, 3.80118, 0.75734], [-0.98297, 4.27519, 1.55919], [2.88480, -3.16316, -12.38842], [6.61360, -2.61924, -11.95634], [12.14241, 1.79695, 7.79994], [-7.83870, -0.02786, 0.65229], [-10.44125, -1.19982, -1.51327], [-3.29769, 0.73103, -0.42468], [-8.66989, 2.43963, -4.85417], [-9.45537, 5.90078, -4.99128], [13.76853, -1.89307, 8.75359], [2.28094, -4.69233, -5.79454], [-0.84681, 5.66209, 2.33834], [-1.74771, 6.35313, 2.25476], [-6.21347, 3.83749, -2.82224], [-6.35876, 5.54219, -1.04051], [3.86414, -1.95566, -9.18991], [4.57713, -2.15804, -9.97643], [-8.39095, -1.46602, 0.15840], [0.11531, 6.22564, 2.07356], [5.99023, -1.91332, -9.67843], [15.19754, 0.14605, 12.53274], [-8.74870, 2.86716, -7.43425], [0.76159, -2.15547, -3.91803], [-9.66416, 6.75867, -4.36592], [-7.51684, 1.59673, -1.94393], [-7.37763, -6.35488, -0.82314], [0.28636, 2.02830, 1.01450], [10.19441, 2.19796, 9.65781]], "lowdin_charge": [-0.220, -0.296, 0.355, 0.078, 0.004, 0.087, 0.139, 0.093, 0.049, -0.212, -0.119, 0.081, 0.101, 0.060, -0.304, -0.186, -0.243, -0.199, -0.308, 0.074, 0.074, -0.219, 0.098, 0.098, 0.092, 0.122, 0.092, -0.242, 0.074, 0.071, -0.184, -0.138, 0.112, 0.065, 0.147, -0.309, 0.152, -0.305, 0.122, 0.119, 0.064, -0.103, -0.116, 0.006, 0.101, -0.212, 0.048, 0.097, 0.088, 0.106, 0.085, 0.118, 0.081, 0.143, -0.178, 0.116, 0.111, -0.311, -0.213, -0.295, 0.140, 0.123, 0.097, 0.114, 0.140, 0.120, 0.079, -0.213, 0.130, -0.212, 0.116, 0.119, 0.086, -0.190, 0.107, -0.308, 0.100, 0.139, 0.100, -0.220, -0.295, -0.221, 0.180, 0.125, 0.139, 0.092, 0.079, 0.097, 0.119, 0.052, -0.312, 0.137, 0.116, 0.098, -0.060, -0.220, 0.113, 0.086, 0.082, 0.113, 0.108, -0.310, -0.205, 0.121, 0.139, -0.218, 0.078, 0.134, 0.074, 0.119, 0.085, 0.100, 0.081, -0.310, 0.126, 0.067, -0.177, -0.013, 0.085, -0.308, 0.141, 0.098, 0.088, 0.071, -0.003, -0.053, 0.119, 0.082, 0.072, -0.211, 0.080, 0.078, 0.108, 0.081, -0.215, 0.142, -0.106, 0.125, 0.127, 0.128, 0.117, 0.074, -0.222, 0.150, -0.305, 0.117, 0.138, -0.217, 0.138, 0.116, 0.096, 0.047, 0.125], "lumo_ev": -4.61, "multiplicity": 1, "total_charge": 1, "energy_ha": -5444.0125, "fmax_ev_per_a": 4.80}